Entry a
This record from the OMol25 dataset describes C4H8N as an isolated structure. The level of theory is wB97M-V/def2-TZVPD.

Results
charge: +1
E_LUMO: -3.19 eV
frontier orbital gap: 12.03 eV

```
13
Properties=species:S:1:pos:R:3:mulliken_charge:R:1
C 1.57 1.05 1.19 -0.790
C 0.90 0.65 0.16 0.220
C -1.55 -0.13 -0.38 -0.338
C -0.55 -1.08 -0.97 -0.308
N -0.13 -0.32 0.17 0.074
H 2.35 1.71 1.11 0.310
H 1.55 0.52 2.18 0.248
H 1.09 1.26 -1.11 0.227
H -1.93 0.70 -0.97 0.252
H -2.29 -0.41 0.33 0.261
H -0.64 -2.22 -0.74 0.264
H -0.04 -0.95 -1.97 0.270
H -0.31 -0.76 1.01 0.309
```

---

Entry b
This record from the OMol25 dataset describes a 2-piece molecular cluster, C4H8N overall. The level of theory is wB97M-V/def2-TZVPD.

Results
charge: +1
E_LUMO (alpha / beta): -6.99 / -5.59 eV
frontier orbital gap (alpha / beta): 7.00 / 9.46 eV

```
13
Properties=species:S:1:pos:R:3:mulliken_charge:R:1
C -0.55 -0.74 0.35 -0.407
C 0.06 0.48 -0.15 -0.233
C -1.91 -0.10 -0.01 -0.435
C 2.80 0.17 -0.13 -0.429
N -1.13 1.04 -0.31 0.027
H -0.52 -1.34 1.27 0.375
H -0.29 -1.50 -0.35 0.287
H -2.65 -0.48 -0.70 0.331
H -2.41 -0.14 0.92 0.237
H 3.17 1.16 -0.37 0.325
H 2.77 -0.13 0.94 0.303
H 2.09 -0.40 -0.70 0.302
H -1.44 1.98 -0.76 0.317
```

---

Tell me which of them is the most stable. Sure, it is entry a.